19
Properties=species:S:1:pos:R:3:forces:R:3 method="wB97M-V/def2-TZVPD" e_lumo_ev=-1.821 smiles="N#C/C=C/C1=CC=C(CO)SS1" spin_multiplicity=1 relative_energy_kj_mol=540.7 homo_ev=-8.12
C 3.3363 0.5052 0.1491 2.3 -5.1 3.7
C 1.9453 0.1115 0.2325 -3.1 0.4 -0.9
C 0.8787 0.9423 -0.0485 4.5 1.6 0.5
C -0.4526 0.7211 -0.1197 3.1 -10.5 0.3
C -1.0026 -0.5606 -0.1337 2.5 1.8 -0.6
C -2.3689 -0.8058 -0.0793 -3.5 -3.7 0.0
C -3.3716 0.0874 -0.0287 4.4 4.3 -0.4
C -4.6879 -0.2369 0.0398 -9.1 -1.5 0.8
H 4.2540 -1.1949 -0.5684 1.1 -10.9 3.0
H 3.7481 0.5348 1.2689 -0.4 -0.2 -2.1
H 3.4446 1.4119 -0.2341 0.5 3.9 -1.8
H 1.1437 2.0021 0.0264 0.2 -0.1 -0.9
H -1.0625 1.3928 -0.0788 -6.5 7.9 0.6
H -2.7285 -1.9739 -0.0901 1.1 3.0 0.1
H -2.9587 1.3360 -0.0684 -2.0 -3.9 0.2
N -5.8831 -0.4771 0.1420 6.8 1.3 -0.6
O 4.1190 -0.3910 -0.7009 -2.0 12.9 -2.2
S 0.0522 -1.9173 -0.4946 0.2 -0.3 0.1
S 1.5944 -1.4877 0.7866 -0.1 -1.0 0.2


15
Properties=species:S:1:pos:R:3:forces:R:3 method="wB97M-V/def2-TZVPD" e_lumo_ev=0.968 smiles=c1n[nH]cc1N1CC1 spin_multiplicity=1 relative_energy_kj_mol=298.8 homo_ev=-8.85
C -2.2646 -0.1188 0.7498 -0.4 0.0 1.2
C -2.2144 0.4298 -0.6219 -0.8 -0.6 -0.6
C 0.0952 -0.3325 -0.0591 -0.5 2.6 0.6
C 1.2242 -1.1189 -0.1229 0.8 -2.9 0.1
C 0.6139 0.9511 0.1203 -0.2 -2.2 -0.8
H -3.0445 -0.8780 1.0326 0.9 1.0 -0.1
H -1.8789 0.5801 1.5008 -0.4 -0.4 0.2
H -2.9717 0.0636 -1.3160 0.3 0.2 -0.1
H -1.8625 1.4195 -0.8020 0.1 0.7 0.1
H 1.2725 -2.2262 -0.1926 -0.1 1.0 -0.1
H 2.5724 1.5786 0.1686 0.7 0.4 0.0
H 0.0982 1.8076 -0.1211 -0.7 2.1 0.2
N -1.2854 -0.5575 -0.1828 0.5 -2.3 -0.9
N 2.3683 -0.4446 -0.0079 -1.0 0.7 0.0
N 1.9297 0.8293 0.0953 1.0 -0.3 0.2


16
Properties=species:S:1:pos:R:3:forces:R:3 method="wB97M-V/def2-TZVPD" e_lumo_ev=-3.564 total_charge=+1 spin_multiplicity=1 relative_energy_kj_mol=210.3 homo_ev=-15.03
O -1.8994 0.9640 1.4373 1.4 0.4 -2.1
C -1.4030 1.4408 0.4184 -0.8 1.4 1.2
C -0.7070 0.5972 -0.6244 1.4 -1.0 2.5
N -0.1560 -0.6118 0.2361 0.5 3.3 -1.8
C -0.2731 -1.7940 -0.6577 0.4 -1.8 2.8
H -1.5297 2.5173 0.1681 -0.1 -0.4 0.2
H -1.4756 0.4327 -1.3154 -1.6 -1.5 -0.8
H 0.0850 0.8570 -1.3283 0.3 1.1 0.8
H 0.8785 -0.1987 0.4092 -2.2 -1.6 0.4
H -0.7558 -0.5392 1.0958 0.6 -0.6 -0.5
H 0.1941 -1.4632 -1.5712 -0.4 -0.6 -0.6
H -1.3624 -2.0975 -0.6330 1.4 0.4 -0.7
H 0.3421 -2.6162 -0.1493 -0.9 0.9 -1.1
H 2.9520 1.0175 1.4950 -0.9 -0.6 0.9
H 2.7954 0.8958 0.1362 0.4 0.1 -2.2
O 2.3150 0.5983 0.8833 0.6 0.5 1.1


87
Properties=species:S:1:pos:R:3:forces:R:3 method="wB97M-V/def2-TZVPD" e_lumo_ev=-4.077 total_charge=+1 spin_multiplicity=1 homo_ev=-11.78
C 2.6831 0.3473 2.5205 0.6 -0.5 -0.3
C 2.5986 -0.6855 1.3835 -0.2 0.6 -0.6
C 1.1750 -0.9264 0.8465 1.0 0.4 0.4
C 0.5635 0.4120 0.4333 -0.7 -0.5 0.8
C -0.6642 0.3440 -0.5004 1.6 -0.4 0.2
B -0.0978 -0.1103 -1.9537 0.0 0.0 -0.4
N 1.3247 -0.2065 -2.2411 -0.6 0.2 0.0
O -1.0047 -0.3319 -2.9999 -0.5 -0.1 0.9
C -1.8115 -0.6280 -0.0181 -0.6 -0.1 -1.4
C -2.0072 -0.7629 1.4997 -0.2 0.7 0.8
C -3.3900 -0.4508 2.0591 -0.4 -0.4 -0.4
C -1.9121 -2.0777 -0.6142 0.1 -0.1 -0.1
C -0.7956 -3.0276 -0.3124 0.1 0.3 -1.0
O -0.5104 -3.5047 0.7080 0.1 -0.7 1.3
Cl 0.1578 -3.4875 -1.7822 -0.1 0.1 -0.1
C -2.9301 0.0498 -0.8458 0.3 0.0 0.4
N -4.0430 -0.5808 -1.3471 -0.1 0.1 0.9
C -5.0730 -0.8147 -0.7133 0.3 0.3 -0.5
S -6.4093 -1.0095 -0.0092 -0.5 -0.3 0.1
N -2.6717 1.2576 -1.2151 -0.4 -0.6 -0.2
P -3.8535 2.0129 -2.3240 -0.1 1.5 -0.7
S -3.6581 3.8463 -2.8482 0.1 -0.2 0.1
C -1.3342 1.7441 -0.6188 -0.8 0.4 -0.5
C -0.7530 2.6804 -1.7066 0.2 -0.2 0.7
C 0.7371 3.0195 -1.7097 0.3 -0.1 -0.6
O 1.3815 3.2670 -0.7304 0.2 -0.2 0.6
C 1.3552 3.1562 -3.0663 -0.3 0.2 -0.4
C 2.5157 2.4775 -3.4300 0.1 0.4 -0.4
C 3.0602 2.6752 -4.7017 -0.4 0.1 0.5
C 2.4645 3.5619 -5.5956 -0.1 -0.3 0.4
C 1.3119 4.2543 -5.2252 0.5 -0.4 0.1
C 0.7558 4.0427 -3.9653 0.2 0.0 -0.5
C -1.7253 2.4917 0.7108 0.1 0.0 0.2
C -3.1853 2.9674 0.7454 0.0 0.0 -0.5
C -0.8594 3.6985 1.1270 0.4 0.2 0.5
C 0.2818 3.3925 2.0962 -0.6 -0.5 0.0
H 3.3860 -0.0101 3.2652 -0.1 0.0 0.3
H 3.1213 1.2652 2.1429 -0.2 0.3 0.0
H 1.7263 0.5500 2.9874 -0.1 0.0 0.2
H 3.1543 -0.2894 0.5321 0.2 0.0 -0.1
H 3.0833 -1.6227 1.6358 -0.1 -0.2 0.2
H 1.3020 -1.6077 0.0107 -0.3 -0.2 -0.1
H 0.6306 -1.3870 1.6657 -0.4 -0.3 -0.2
H 1.3525 1.0338 0.0366 -0.1 0.2 -0.4
H 0.2415 0.8832 1.3566 0.1 0.2 0.1
H 1.4526 0.1728 -3.1754 0.2 -0.4 -0.2
H 1.6802 -1.1554 -2.2307 0.4 0.1 0.2
H -0.9037 -1.2523 -3.2758 0.3 0.2 -0.7
H -1.2985 -0.1312 2.0194 0.2 0.1 -0.1
H -1.7587 -1.7667 1.8228 0.2 -0.2 -0.2
H -3.8237 0.4768 1.6947 0.1 0.2 0.0
H -3.3781 -0.4030 3.1414 0.1 0.0 0.2
H -4.0846 -1.2484 1.8012 -0.1 -0.1 0.0
H -2.0939 -2.0989 -1.6775 0.1 0.2 -0.2
H -2.8033 -2.5214 -0.1727 0.0 -0.1 0.2
H -3.8254 1.1360 -3.4135 0.1 -0.4 0.3
H -5.0684 1.8227 -1.6570 0.2 -0.5 0.2
H -1.2479 3.6376 -1.5638 -0.1 0.2 -0.3
H -1.0157 2.3033 -2.6897 -0.1 0.0 -0.2
H 3.0033 1.8129 -2.7350 0.0 0.0 0.2
H 3.9519 2.1274 -4.9604 0.1 0.0 -0.2
H 2.9060 3.6848 -6.5713 0.0 0.2 -0.1
H 0.8837 4.9435 -5.9347 -0.2 0.1 0.1
H -0.1295 4.6015 -3.6970 -0.1 0.0 0.1
H -1.6277 1.7732 1.5197 0.0 -0.2 0.1
H -3.3612 3.7086 -0.0321 -0.1 0.2 0.0
H -3.3893 3.4337 1.7002 0.0 0.1 0.2
H -3.9276 2.1834 0.6103 0.0 -0.1 0.1
H -1.5119 4.3639 1.6855 -0.2 0.1 -0.1
H -0.4854 4.2985 0.3038 -0.1 -0.1 -0.2
H 1.0854 2.8311 1.6425 0.3 0.2 -0.1
H 0.6334 4.3049 2.5607 0.3 0.1 -0.1
H -0.1241 2.7662 2.8943 0.0 0.0 0.2
O 2.6821 -3.2758 4.6674 0.0 0.0 0.0
C 2.5458 -4.2584 3.9918 0.1 0.1 -0.2
O 3.2766 -5.3508 4.2724 0.0 0.0 0.3
C 3.0558 -6.6216 3.6543 0.0 -0.2 -0.2
C 3.7961 -6.7472 2.3392 0.0 0.1 0.0
C 1.6351 -4.2585 2.7846 -0.3 -0.2 0.2
H 1.9880 -6.8183 3.5476 0.0 0.1 0.0
H 3.4385 -7.3513 4.3651 0.0 0.1 0.1
H 3.4433 -6.0190 1.6080 -0.1 0.0 0.0
H 3.6635 -7.7454 1.9217 0.0 0.0 0.0
H 4.8605 -6.5692 2.4892 0.0 -0.1 0.0
H 2.1834 -3.8747 1.9249 0.0 0.0 0.0
H 0.8030 -3.5936 2.9976 0.1 0.1 0.0
H 1.2157 -5.2308 2.5375 0.1 0.0 -0.1


31
Properties=species:S:1:pos:R:3:forces:R:3 method="wB97M-V/def2-TZVPD" e_lumo_ev=-12.534 total_charge=+2 spin_multiplicity=1 relative_energy_kj_mol=0.0 homo_ev=-14.41
C -3.3562 -2.5094 -1.0455 0.4 -1.3 0.0
C -2.6196 -1.3044 -0.5410 -0.5 -0.1 -0.3
O -2.9308 -0.7535 0.4520 0.1 0.4 0.4
O -1.5297 -0.9860 -1.3205 0.2 0.2 -0.2
C -1.0458 0.2899 -1.1955 0.2 0.2 -0.1
O -1.7328 1.2267 -0.9426 -0.1 0.3 0.5
C 0.4301 0.4487 -1.4863 -0.2 -0.7 0.0
C 1.2607 0.6086 -0.1474 0.7 0.1 -1.5
C 1.0210 1.9845 0.3555 -0.2 0.0 0.1
Cl 1.6066 3.2367 -0.5687 0.0 0.1 -0.1
C 0.2745 2.3372 1.5361 -0.4 -0.4 0.2
C -0.3558 1.3404 2.4132 0.2 0.2 0.2
Cl 0.0981 3.9185 1.9464 0.0 0.3 0.0
C 2.7662 0.4056 -0.5485 0.8 -0.3 1.4
C 3.3001 -0.1576 0.7706 -0.7 0.5 0.2
O 2.2500 -1.0425 1.2237 0.2 0.0 -0.1
C 1.0824 -0.6306 0.7570 -0.1 -0.2 0.3
O 0.0570 -1.2047 0.9589 -0.3 0.0 -0.1
H -2.6750 -3.3558 -0.8943 0.0 0.0 0.0
H -4.2453 -2.6957 -0.4585 -0.2 0.3 -0.1
H -3.5615 -2.3595 -2.1679 -0.2 0.5 -0.2
H 0.8137 -0.3989 -2.0473 0.0 -0.2 0.1
H 0.5511 1.3309 -2.1052 0.0 0.1 0.0
H 0.4425 0.8488 2.9924 0.0 -0.2 0.0
H -1.0083 1.8125 3.1393 -0.1 0.1 -0.1
H -0.8650 0.5618 1.8491 -0.1 -0.1 0.0
H 3.3560 1.2950 -0.7346 -0.3 0.2 -0.6
H 2.8914 -0.3573 -1.3085 -0.2 0.2 -0.3
H 4.2462 -0.6777 0.7175 0.0 -0.2 0.0
H 3.3280 0.6548 1.5012 0.5 0.0 0.1
Pt -3.8498 -3.8670 -3.1006 0.1 0.2 0.2